1.
Below is C22H19Cl8N3O3Y as an isolated structure in a non-equilibrium geometry, with properties calculated with ωB97M-V/def2-TZVPD.

Computed properties:
highest occupied orbital energy = -9.8350 eV
LUMO energy = -2.897 eV
maximum force = 0.0747 hartree/bohr
charge = +1
relative energy (zero: lowest compared OMol25 entry of this formula, charge and spin) = 1.381 eV
gap between HOMO and LUMO = 6.94 eV
multiplicity = 1

Last column: Mulliken charge in e.
Cartesian coordinates (Å):
Y1 0.8206 -0.5879 0.6589  0.61
Cl1 -2.7116 -3.5685 -1.2823  -0.23
C1 -2.7577 -2.8179 0.2759  0.50
C2 -3.8322 -3.0754 1.1354  -0.72
C3 -3.9046 -2.4683 2.3591  0.78
Cl2 -5.2492 -2.8038 3.3929  -0.24
C4 -2.8986 -1.5654 2.7734  -0.36
C5 -2.9054 -0.8582 3.9944  -0.61
C6 -1.8890 0.0086 4.2914  -1.20
C7 -0.8371 0.1653 3.3798  0.08
N1 -0.7922 -0.4790 2.2300  0.03
C8 -1.8095 -1.3327 1.9012  0.70
C9 -1.7156 -1.9688 0.6174  -0.32
O1 -0.6957 -1.7235 -0.1681  -0.53
H1 -4.6145 -3.7573 0.8323  0.48
H2 -3.7292 -1.0134 4.6783  0.45
H3 -1.8780 0.5728 5.2125  0.46
H4 -0.0095 0.8309 3.5992  0.38
Cl3 3.5324 3.7640 4.9173  -0.18
C10 2.8199 3.0515 3.5236  0.16
C11 2.2710 3.8596 2.5331  0.36
Cl4 2.3059 5.5725 2.6784  -0.19
C12 1.6866 3.2636 1.4158  0.32
Cl5 0.9828 4.2135 0.1580  -0.21
C13 1.6474 1.8833 1.2731  -0.12
O2 1.0724 1.2897 0.2203  -0.27
C14 2.2312 1.0534 2.2671  -0.09
O3 2.1761 -0.2612 2.0754  -0.63
C15 2.7963 1.6613 3.3862  0.30
Cl6 3.4606 0.6344 4.5979  -0.18
Cl7 1.6505 -3.2066 1.1584  -0.07
C16 3.1547 -2.9906 0.2554  -0.35
Cl8 3.0575 -1.4501 -0.6360  -0.08
H5 3.2631 -3.7913 -0.4644  0.38
H6 3.9813 -2.9367 0.9528  0.38
C17 1.0726 1.3092 -4.1074  -0.90
C18 1.3636 0.9760 -2.6269  -0.65
N2 0.3367 0.0632 -2.1073  0.88
C19 -0.9379 0.7850 -2.0129  -0.29
C20 -1.2481 1.4853 -3.3535  -0.94
N3 -0.3379 0.8907 -4.3844  0.06
C21 -0.4434 -0.6034 -4.3487  -0.82
C22 0.1754 -1.0761 -3.0137  -0.53
H7 1.7217 0.7683 -4.7945  0.31
H8 1.1670 2.3748 -4.3083  0.38
H9 1.3600 1.8693 -2.0063  0.32
H10 2.3460 0.5146 -2.5381  0.46
H11 -0.8641 1.5201 -1.2122  0.34
H12 -1.7138 0.0650 -1.7534  0.25
H13 -1.0497 2.5553 -3.3103  0.32
H14 -2.2788 1.3344 -3.6688  0.40
H15 -0.6113 1.2236 -5.3063  0.31
H16 0.0735 -1.0121 -5.2149  0.35
H17 -1.4982 -0.8647 -4.4194  0.37
H18 1.1527 -1.5328 -3.1742  0.54
H19 -0.4665 -1.8138 -2.5326  0.06

---

2.
Below is C6H12ClN2 as an isolated structure in a non-equilibrium geometry, with properties calculated with ωB97M-V/def2-TZVPD.

Computed properties:
highest occupied orbital energy = -13.5414 eV
LUMO energy = -2.953 eV
maximum force = 0.0992 hartree/bohr
charge = +1
relative energy (zero: lowest compared OMol25 entry of this formula, charge and spin) = 2.141 eV
gap between HOMO and LUMO = 10.59 eV
multiplicity = 1

Last column: natural (NBO) charge in e.
Cartesian coordinates (Å):
C1 -0.4764 1.8048 0.1319  -0.47
C2 0.8018 -1.5562 0.3285  -0.29
C3 1.7892 0.4971 -0.4682  -0.25
C4 -1.7343 0.9139 -0.0411  -0.21
C5 -0.1410 -0.6642 1.0536  -0.07
C6 0.7416 1.0468 0.6140  0.02
N1 1.1856 -0.7550 -0.8030  -0.64
N2 -1.2699 -0.4878 0.1317  -0.56
Cl1 1.3250 1.4946 2.1012  0.09
H1 -0.2889 2.1541 -0.8018  0.23
H2 -0.6644 2.4760 0.8705  0.25
H3 1.6575 -1.8510 1.1775  0.22
H4 0.3263 -2.4550 -0.0766  0.22
H5 1.7974 1.0854 -1.3810  0.23
H6 2.7597 0.5005 -0.0199  0.21
H7 -2.3663 1.2399 0.7230  0.23
H8 -2.1497 1.0241 -1.0549  0.24
H9 -0.4223 -0.8168 2.0813  0.24
H10 1.7253 -1.3068 -1.4067  0.40
H11 -2.0410 -1.1873 0.1763  0.44
H12 -0.7201 -0.8043 -0.7089  0.46

---

3.
Below is one molecule with the formula C5H14N3 in a non-equilibrium geometry, with properties calculated with ωB97M-V/def2-TZVPD.

Computed properties:
highest occupied orbital energy (alpha / beta) = -3.5062 / -9.4081 eV
LUMO energy (alpha / beta) = 0.712 / 0.674 eV
maximum force = 0.0517 hartree/bohr
relative energy (zero: lowest compared OMol25 entry of this formula, charge and spin) = 2.063 eV
gap between HOMO and LUMO (alpha / beta) = 4.22 / 10.08 eV
multiplicity = 2

Last column: natural (NBO) charge in e.
Cartesian coordinates (Å):
C1 1.8147 1.1426 1.8055  -0.65
C2 0.6628 1.5369 0.9080  -0.11
C3 0.4139 0.7302 -0.3378  -0.45
C4 -0.7957 -0.2908 -0.2944  -0.25
N1 -1.8655 -3.0967 -0.6675  -0.83
C5 -0.7970 -2.5278 -1.2993  0.30
N2 -0.3448 -1.3518 -1.1749  -0.51
N3 0.7236 3.0114 0.4606  -1.10
H1 2.5611 1.8976 2.0701  0.24
H2 2.4844 0.3879 1.3741  0.22
H3 1.5936 0.6743 2.7913  0.22
H4 -0.1618 1.4625 1.6348  0.22
H5 0.5202 1.3185 -1.2386  0.24
H6 1.3529 0.1993 -0.6255  0.23
H7 -1.6458 0.2956 -0.6419  0.21
H8 -0.9575 -0.5368 0.7490  0.17
H9 -2.3300 -2.6061 0.0789  0.38
H10 -2.0059 -4.0864 -0.5626  0.39
H11 -0.4213 -3.1202 -2.1293  0.17
H12 -0.0788 3.4708 -0.0685  0.30
H13 0.9494 3.7184 1.1759  0.35
H14 1.5957 3.1615 -0.1796  0.28

---

4.
Below is a 8-piece molecular cluster, C21H56ClO25S7 overall in a non-equilibrium geometry, with properties calculated with ωB97M-V/def2-TZVPD.

Computed properties:
highest occupied orbital energy = -7.5072 eV
LUMO energy = 1.524 eV
maximum force = 0.0491 hartree/bohr
charge = -1
relative energy (zero: lowest compared OMol25 entry of this formula, charge and spin) = 2.241 eV
gap between HOMO and LUMO = 9.03 eV
multiplicity = 1

Last column: Mulliken charge in e.
Cartesian coordinates (Å):
Cl1 -0.3239 1.2722 0.5362  1.71
O1 -0.7766 2.5210 1.1526  -0.78
O2 -1.0036 1.2509 -0.7422  -0.73
O3 1.1177 1.2700 0.4027  -0.59
O4 -0.7388 0.0621 1.2125  -0.36
O5 4.2156 7.6555 0.6318  -0.60
S1 5.0338 6.5918 1.1512  1.08
O6 5.6770 6.7836 2.4270  -0.64
O7 4.2073 5.2167 1.1192  -0.10
C1 4.3946 4.2751 2.2084  -0.53
C2 3.3820 3.1392 2.0087  -0.95
C3 6.2551 6.2864 -0.1550  -0.87
H1 4.2330 4.7527 3.1748  0.39
H2 5.4358 3.9461 2.2075  0.41
H3 3.5776 2.4438 2.8242  0.38
H4 3.5531 2.7510 1.0111  0.24
H5 2.4450 3.6479 2.2288  0.28
H6 6.8036 5.3609 -0.0174  0.33
H7 6.9004 7.1648 -0.1490  0.39
H8 5.7337 6.3440 -1.1084  0.19
O8 2.4945 -1.2862 -5.6522  -0.57
S2 3.2504 -2.2421 -4.8985  1.17
O9 4.6870 -2.1326 -4.7652  -0.64
O10 2.6628 -2.4410 -3.3888  -0.33
C4 1.2262 -2.2580 -3.2353  -0.50
C5 0.9378 -0.7948 -2.8490  -0.84
C6 2.9951 -3.9003 -5.5840  -0.87
H9 0.7772 -2.9688 -2.5461  0.36
H10 0.8331 -2.4335 -4.2398  0.54
H11 -0.0411 -0.6945 -2.3873  0.05
H12 1.0219 -0.2287 -3.7753  0.48
H13 1.7401 -0.4788 -2.1839  0.23
H14 3.2414 -3.8448 -6.6462  0.36
H15 1.9853 -4.2887 -5.4792  0.27
H16 3.7366 -4.5929 -5.1926  0.32
O11 1.0259 4.4234 -3.4560  -0.71
S3 2.1001 4.7500 -2.5427  1.39
O12 3.4295 4.2010 -2.7144  -0.67
O13 2.2344 6.3637 -2.5402  -0.24
C7 3.0337 6.9119 -3.5961  -0.39
C8 3.6206 8.2368 -3.1053  -1.11
C9 1.4443 4.5252 -0.8966  -0.43
H17 2.5595 7.1449 -4.5549  0.28
H18 3.7702 6.1564 -3.8716  0.39
H19 2.8898 9.0263 -3.2778  0.36
H20 4.4361 8.5464 -3.7680  0.36
H21 4.0210 8.1646 -2.0975  0.22
H22 0.5382 3.9440 -1.0504  0.22
H23 1.1208 5.5032 -0.5401  0.46
H24 2.1337 4.1028 -0.1779  -0.15
O14 -1.2324 -4.0441 6.3608  -0.60
S4 -2.0953 -3.9959 5.2170  1.17
O15 -3.4227 -3.4692 5.4134  -0.63
O16 -1.3463 -3.2172 4.0334  -0.16
C10 -2.1284 -2.8964 2.8741  0.01
C11 -3.0589 -1.6837 3.0510  -0.88
C12 -2.1566 -5.6597 4.4479  -0.80
H25 -2.7418 -3.6721 2.4097  0.29
H26 -1.3912 -2.5777 2.1373  -0.09
H27 -4.0169 -1.9813 3.4761  0.60
H28 -3.2030 -1.2808 2.0515  -0.28
H29 -2.6366 -1.0001 3.7839  0.61
H30 -2.7890 -6.3996 4.9269  0.37
H31 -1.1352 -6.0006 4.3040  0.31
H32 -2.5819 -5.4569 3.4643  0.20
O17 -3.3984 -5.0276 -4.2907  -0.65
S5 -2.7098 -4.6689 -3.0732  1.10
O18 -1.2917 -4.3602 -3.0476  -0.48
O19 -3.5771 -3.4218 -2.4155  -0.44
C13 -2.8310 -2.2897 -1.9385  -0.95
C14 -2.2234 -2.5911 -0.5726  -0.02
C15 -3.0884 -5.8843 -1.8588  -0.82
H33 -3.4908 -1.4271 -1.8947  0.34
H34 -1.9648 -2.1151 -2.5795  0.58
H35 -1.4998 -3.4021 -0.6830  0.49
H36 -2.9642 -2.9476 0.1473  0.08
H37 -1.6985 -1.7396 -0.1323  -0.21
H38 -4.1762 -5.9217 -1.9088  0.35
H39 -2.7315 -5.5116 -0.9044  0.18
H40 -2.6834 -6.8396 -2.1795  0.38
O20 -5.9840 -0.4226 -1.2915  -0.58
S6 -5.9886 0.3356 -0.0599  1.23
O21 -7.0261 1.2565 0.2960  -0.67
O22 -5.8092 -0.6808 1.1954  -0.37
C16 -5.7405 -2.1097 0.8684  0.48
C17 -7.0992 -2.6722 0.6027  -1.48
C18 -4.3444 1.1331 0.0734  -0.55
H41 -5.2668 -2.4843 1.7735  0.23
H42 -5.0413 -2.2090 0.0417  -0.04
H43 -7.8830 -2.4368 1.3190  0.35
H44 -6.9820 -3.7582 0.5405  0.40
H45 -7.4417 -2.2927 -0.3619  0.34
H46 -3.5837 0.3846 0.2961  -0.27
H47 -4.2545 1.9165 0.8175  0.44
H48 -4.1684 1.4307 -0.9593  0.39
O23 1.2333 -1.7949 5.6314  -0.60
S7 1.5471 -0.8950 4.5512  1.11
O24 2.7571 -0.1238 4.5434  -0.62
O25 1.4872 -1.7953 3.1804  -0.23
C19 2.3641 -1.4277 2.1277  0.33
C20 1.9611 -2.1994 0.8763  -1.15
C21 0.1502 0.2319 4.2084  -0.32
H49 3.4047 -1.6769 2.3462  0.40
H50 2.3393 -0.3738 1.8441  -0.16
H51 2.1056 -3.2831 0.8902  0.50
H52 2.6534 -1.9172 0.0727  0.40
H53 0.9709 -1.9786 0.4769  -0.05
H54 0.6252 0.8986 3.4940  -0.03
H55 -0.1728 0.6992 5.1316  0.57
H56 -0.5766 -0.4219 3.7428  -0.31

---

5.
Below is ClPd as an isolated structure, with properties calculated with ωB97M-V/def2-TZVPD.

Computed properties:
highest occupied orbital energy (alpha / beta) = -15.9635 / -15.4712 eV
LUMO energy (alpha / beta) = -7.574 / -8.949 eV
maximum force = 0.0030 hartree/bohr
charge = +1
relative energy (zero: lowest compared OMol25 entry of this formula, charge and spin) = 0.974 eV
gap between HOMO and LUMO (alpha / beta) = 8.39 / 6.52 eV
multiplicity = 3

Last column: natural (NBO) charge in e.
Cartesian coordinates (Å):
Pd1 1.6720 0.3881 -1.1572  1.00
Cl1 -1.6720 -0.3881 1.1572  0.00